Density functional theory data (ωB97M-V/def2-TZVPD) for a molecular structure, C36H34F5N3.

XYZ file:
```
78
Properties=species:S:1:pos:R:3:lowdin_charge:R:1
F -16.0036 -3.4214 -6.8886 0.044
C -16.1052 -2.8713 -5.6527 -0.264
C -17.3418 -2.4933 -5.1190 -0.026
C -17.4164 -1.7816 -3.9128 -0.042
C -16.1505 -1.5346 -3.2604 -0.052
C -14.9440 -1.9040 -3.8528 -0.132
C -14.9044 -2.5650 -5.0596 0.016
H -18.2453 -2.5983 -5.7011 0.108
H -18.3587 -1.4060 -3.5419 0.097
H -16.1346 -1.0003 -2.3220 0.095
H -14.1041 -1.5800 -3.2562 0.026
H -13.9565 -2.8911 -5.4616 0.115
F -11.8751 2.2878 -7.0393 0.024
C -12.1104 1.2679 -7.9002 -0.198
C -11.2071 0.2383 -8.1285 0.002
C -11.4747 -0.7546 -9.0802 -0.061
C -12.6137 -0.6562 -9.8279 -0.099
C -13.5000 0.4062 -9.6689 -0.073
C -13.2663 1.2884 -8.6850 -0.009
H -10.3857 0.1896 -7.4290 0.057
H -10.7929 -1.5148 -9.4318 0.107
H -12.7397 -1.2763 -10.7032 0.102
H -14.3756 0.4612 -10.2988 0.113
H -13.9022 2.1431 -8.5078 0.084
F -14.1394 4.4321 -8.6581 0.051
C -14.3874 4.7092 -7.3642 -0.277
C -13.9468 5.9232 -6.8214 -0.014
C -13.9327 6.1145 -5.4115 -0.056
C -14.4116 5.0515 -4.6197 -0.081
C -14.7885 3.7748 -5.1334 -0.089
C -14.7729 3.6759 -6.5176 -0.028
H -13.5833 6.6767 -7.5043 0.104
H -13.5762 7.0304 -4.9638 0.097
H -14.4670 5.1423 -3.5450 0.091
H -15.0126 3.0542 -4.3607 0.078
H -14.9723 2.7312 -7.0016 0.105
F -11.2979 -0.7956 -5.7686 -0.032
C -12.0117 -0.0209 -4.9303 -0.188
C -12.0213 1.3180 -5.2186 -0.101
C -12.8422 2.2256 -4.6032 -0.210
C -13.6594 1.6916 -3.5622 -0.077
C -13.6684 0.2890 -3.2357 -0.013
C -12.8324 -0.5879 -3.9824 -0.076
H -11.3036 1.6820 -5.9390 0.038
H -12.8098 3.2338 -4.9889 0.053
H -14.2401 2.4053 -2.9965 0.080
H -14.3204 -0.0860 -2.4606 0.099
H -12.9643 -1.6527 -3.8590 -0.008
F -12.8151 -2.4320 -2.8223 -0.025
C -11.4544 -2.4478 -3.0615 -0.166
C -10.4371 -2.0100 -2.1195 0.013
C -9.1034 -2.0124 -2.4810 -0.066
C -8.7238 -2.7294 -3.6287 -0.129
C -9.6670 -3.4083 -4.4074 -0.088
C -11.0292 -3.0541 -4.2851 -0.002
H -10.6864 -1.5692 -1.1656 0.111
H -8.3997 -1.5672 -1.7932 0.113
H -7.6998 -2.7481 -3.9715 0.121
H -9.3810 -3.9734 -5.2822 0.123
H -11.7921 -3.5468 -4.8696 0.125
C -9.5253 -1.1486 -5.7770 -0.081
C -9.3636 0.3029 -5.9141 -0.186
N -9.3199 1.3898 -6.0317 0.193
H -8.8151 -1.5825 -6.4808 0.109
H -10.5065 -1.5549 -6.0227 0.000
H -9.2397 -1.4954 -4.7839 0.035
C -10.9016 1.6680 -2.3771 -0.039
C -11.9307 2.6830 -2.1042 -0.273
N -12.6828 3.5102 -1.8101 0.168
H -11.0189 0.8168 -1.7063 0.079
H -9.9362 2.1718 -2.3293 0.084
H -11.1243 1.1646 -3.3179 0.052
C -8.7649 3.3697 -4.6313 -0.064
C -10.2640 3.2614 -4.7800 -0.138
N -11.3908 3.3005 -4.8794 0.129
H -8.4934 4.2568 -4.0590 0.079
H -8.2685 3.4323 -5.5997 0.077
H -8.3566 2.5220 -4.0810 0.066
```

Results
- E_LUMO (eV) = 0.2
- relative energy (zero: lowest compared OMol25 entry of this formula, charge and spin) (eV) = 20.632
- HOMO-LUMO gap (eV) = 7.5
- maximum force (eV Å⁻¹) = 13.5